No. 1
This record from the Open Molecules 2025 dataset describes a 8-piece molecular cluster, C31H82N10O8 overall. The level of theory is the ωB97M-V functional and the def2-TZVPD basis.

Geometry as XYZ:
```
131
Properties=species:S:1:pos:R:3
C -3.996 -2.357 -8.314
C -3.264 -1.643 -9.431
C -2.051 -2.576 -9.926
C -1.340 -2.057 -11.077
C -2.271 -1.921 -12.299
C -3.669 -1.183 -11.910
N -4.242 -1.478 -10.572
O -5.383 -0.660 -10.290
C -3.545 0.345 -12.120
C -4.748 -1.680 -12.848
C -2.712 -0.340 -8.795
H -3.500 -2.335 -7.344
H -4.152 -3.365 -8.698
H -5.004 -2.036 -8.053
H -1.415 -2.882 -9.095
H -2.444 -3.534 -10.266
H -0.582 -2.768 -11.407
H -0.778 -1.135 -10.926
H -2.521 -2.854 -12.805
H -1.815 -1.322 -13.087
H -4.235 0.930 -11.511
H -2.511 0.675 -12.019
H -3.729 0.766 -13.108
H -4.323 -1.980 -13.806
H -5.234 -2.521 -12.353
H -5.424 -0.836 -12.983
H -3.343 0.040 -7.991
H -2.875 0.548 -9.407
H -1.665 -0.432 -8.506
H -6.046 -1.298 -10.016
C 4.818 13.122 -9.289
C 5.116 11.667 -9.058
C 5.303 11.448 -7.597
O 5.631 10.068 -7.312
C 6.286 9.933 -6.089
N 4.013 10.852 -9.532
H 5.709 13.699 -9.041
H 4.000 13.389 -8.620
H 4.490 13.196 -10.326
H 6.054 11.388 -9.539
H 4.376 11.741 -7.102
H 5.956 12.227 -7.205
H 5.966 8.990 -5.646
H 6.000 10.644 -5.314
H 7.360 9.923 -6.271
H 3.934 10.962 -10.533
H 4.180 9.864 -9.410
C 5.107 4.271 -13.291
C 4.637 3.444 -12.134
C 3.171 2.990 -12.311
O 2.320 4.063 -12.676
C 2.085 5.069 -11.662
N 5.552 2.311 -12.100
H 4.424 5.090 -13.515
H 5.167 3.543 -14.100
H 6.078 4.712 -13.062
H 4.684 4.003 -11.200
H 2.870 2.611 -11.335
H 3.111 2.226 -13.086
H 1.340 5.773 -12.034
H 3.064 5.516 -11.487
H 1.864 4.688 -10.665
H 6.523 2.583 -12.164
H 5.362 1.596 -12.787
C 7.940 -3.575 -15.822
C 7.536 -2.718 -17.062
C 6.934 -3.630 -18.166
O 7.856 -4.060 -19.215
C 7.147 -4.703 -20.272
N 6.655 -1.650 -16.619
H 7.103 -4.182 -15.479
H 8.136 -2.872 -15.012
H 8.796 -4.200 -16.076
H 8.497 -2.338 -17.408
H 6.118 -3.029 -18.567
H 6.379 -4.465 -17.738
H 7.739 -5.193 -21.045
H 6.635 -3.887 -20.782
H 6.237 -5.287 -20.130
H 6.257 -1.154 -17.404
H 5.833 -2.038 -16.179
C -4.826 8.009 -7.328
C -3.367 7.820 -6.905
C -3.012 8.440 -5.628
O -1.626 8.233 -5.313
C -0.758 9.165 -5.897
N -2.924 6.338 -7.052
H -5.539 8.011 -6.503
H -5.062 7.219 -8.041
H -4.940 8.913 -7.927
H -2.742 8.341 -7.629
H -3.496 7.853 -4.847
H -3.193 9.505 -5.487
H -0.784 10.209 -5.586
H -0.553 9.127 -6.967
H 0.185 8.805 -5.485
H -1.942 6.302 -6.816
H -3.285 5.812 -6.269
C 10.655 9.067 -13.490
C 11.832 8.174 -13.186
C 13.118 9.065 -12.857
O 13.859 9.057 -14.019
C 14.971 10.009 -14.007
N 11.499 7.315 -12.054
H 9.754 8.482 -13.676
H 10.806 9.881 -14.199
H 10.548 9.493 -12.493
H 12.059 7.710 -14.145
H 13.667 8.765 -11.965
H 12.716 10.012 -12.498
H 15.684 9.862 -14.818
H 15.605 9.836 -13.137
H 14.631 11.043 -14.072
H 10.954 7.817 -11.367
H 12.268 6.884 -11.560
C 11.892 2.723 -16.213
O 11.825 1.806 -17.099
N 12.777 3.652 -16.227
N 11.180 2.729 -15.141
H 12.808 4.433 -15.587
H 13.528 3.583 -16.898
H 11.092 3.526 -14.527
H 10.466 2.014 -15.144
C 7.817 1.831 -21.187
O 7.465 2.043 -22.312
N 8.055 0.721 -20.697
N 8.069 2.816 -20.367
H 8.471 0.590 -19.786
H 8.334 0.083 -21.430
H 8.266 2.697 -19.384
H 7.850 3.679 -20.845
```

## Properties
* multiplicity: 1
* net charge: 0
* E_LUMO: 0.1 eV
* energy above the lowest of the compared OMol25 structures with the same formula, charge and spin: 452.2 kJ/mol
* molecular weight: 723.1 Da
* SMILES: CC1(C)CCCC(C)(C)N1O.COC[C@H](C)N.COC[C@H](C)N.COC[C@H](C)N.COC[C@H](C)N.COC[C@H](C)N.NC(N)=O.NC(N)=O
* E_tot: -64750.373 eV


No. 2
This record from the Open Molecules 2025 dataset describes a 2-piece molecular cluster, C30H39NP overall. The level of theory is the ωB97M-V functional and the def2-TZVPD basis.

Geometry as XYZ:
```
71
Properties=species:S:1:pos:R:3
C -1.371 -1.232 -4.436
C -1.120 -1.202 -2.940
C -2.381 -1.359 -2.112
P -0.169 0.294 -2.368
C 1.428 0.004 -3.285
C 1.934 -1.409 -3.046
C 2.475 1.004 -2.834
C -0.930 1.687 -3.354
C -0.308 2.999 -2.911
C -2.434 1.753 -3.155
H -1.876 -2.155 -4.729
H -2.005 -0.409 -4.760
H -0.445 -1.168 -5.009
H -0.462 -2.043 -2.681
H -2.932 -2.255 -2.413
H -2.147 -1.444 -1.047
H -3.057 -0.513 -2.223
H 1.207 0.148 -4.352
H 2.920 -1.552 -3.495
H 2.031 -1.608 -1.977
H 1.281 -2.171 -3.473
H 3.442 0.796 -3.298
H 2.220 2.028 -3.093
H 2.610 0.960 -1.751
H -0.695 1.498 -4.411
H -0.787 3.849 -3.404
H -0.425 3.136 -1.833
H 0.752 3.064 -3.139
H -2.853 2.645 -3.627
H -2.957 0.898 -3.581
H -2.679 1.805 -2.092
C -5.153 0.057 3.430
N -3.865 0.565 3.913
C -3.864 0.780 5.363
C -2.659 0.317 3.195
C -2.135 1.268 2.296
C -0.938 1.061 1.668
C -0.196 -0.122 1.886
C 1.177 -0.289 1.444
C 1.855 -1.559 1.350
C 3.247 -1.360 1.485
C 4.112 -2.453 1.522
C 3.593 -3.720 1.366
C 2.226 -3.914 1.173
C 1.349 -2.857 1.174
C 3.476 0.068 1.573
C 2.218 0.715 1.494
C 2.163 2.116 1.579
C 3.332 2.824 1.725
C 4.563 2.176 1.820
C 4.646 0.803 1.751
C -0.761 -1.098 2.738
C -1.944 -0.881 3.382
H -5.068 -0.262 2.395
H -5.472 -0.795 4.026
H -5.910 0.835 3.493
H -2.862 1.013 5.712
H -4.517 1.613 5.615
H -4.213 -0.108 5.885
H -2.694 2.175 2.145
H -0.564 1.805 0.987
H 5.164 -2.300 1.678
H 4.252 -4.573 1.393
H 1.855 -4.913 1.017
H 0.297 -3.013 1.010
H 1.219 2.626 1.539
H 3.299 3.900 1.778
H 5.459 2.758 1.966
H 5.590 0.297 1.851
H -0.205 -1.997 2.940
H -2.338 -1.608 4.071
```

## Properties
* multiplicity: 1
* net charge: +1
* E_LUMO: -5.7 eV
* energy above the lowest of the compared OMol25 structures with the same formula, charge and spin: 25.7 kJ/mol
* molecular weight: 444.6 Da
* E_tot: -42514.824 eV


No. 3
This record from the Open Molecules 2025 dataset describes C16H13ClN2O4S as an isolated structure. The level of theory is the ωB97M-V functional and the def2-TZVPD basis.

Geometry as XYZ:
```
37
Properties=species:S:1:pos:R:3
C -3.053 -2.112 -0.762
N -1.614 -1.855 -0.387
C -1.124 -0.670 0.224
C -0.106 -0.932 1.022
C 0.463 0.003 1.625
O 1.376 -0.029 2.520
O -0.266 1.268 1.883
C -1.257 1.623 0.780
C -1.765 2.937 0.753
C -2.705 3.193 -0.010
C -3.348 2.463 -0.808
C -2.939 1.061 -0.868
C -1.799 0.404 0.013
H -3.230 0.329 -1.406
H -4.081 2.506 -1.652
H -3.182 4.221 0.086
H -1.203 3.486 1.530
N 0.432 -2.214 1.299
S 1.644 -2.482 -0.081
O 2.338 -3.590 0.607
O 0.686 -2.863 -1.267
C 2.355 -0.992 -0.117
C 3.593 -0.745 0.549
C 4.167 0.419 0.593
C 3.701 1.522 -0.649
C 2.654 1.142 -1.186
C 1.961 -0.300 -1.105
H 1.109 -0.178 -1.720
H 2.098 1.862 -1.700
Cl 4.500 2.853 -0.411
H 5.120 0.684 0.960
H 3.933 -1.669 1.009
H 1.023 -2.124 2.109
H -1.151 -2.759 -0.413
H -3.865 -1.584 -0.291
H -3.282 -2.964 -0.639
H -3.182 -1.914 -2.091
```

## Properties
* multiplicity: 1
* net charge: 0
* E_LUMO: -1.1 eV
* energy above the lowest of the compared OMol25 structures with the same formula, charge and spin: 1486.9 kJ/mol
* molecular weight: 364.8 Da
* E_tot: -51316.448 eV


No. 4
This record from the Open Molecules 2025 dataset describes C32H33FIN3O4Pd as an isolated structure. The level of theory is the ωB97M-V functional and the def2-TZVPD basis.

Geometry as XYZ:
```
75
Properties=species:S:1:pos:R:3
Pd 0.607 -0.232 0.076
C 1.897 0.033 -2.910
C 0.802 0.936 -3.489
C 0.934 2.371 -2.980
C -0.570 0.304 -3.339
C -1.167 -0.215 -4.481
C -2.395 -0.850 -4.421
C -3.027 -0.999 -3.203
C -2.474 -0.498 -2.030
C -3.186 -0.772 -0.726
C -3.236 -2.284 -0.490
C -4.610 -0.212 -0.695
C -1.249 0.194 -2.109
N -0.626 0.812 -0.987
C -1.235 1.937 -0.450
C -2.385 2.545 -0.970
C -2.883 3.721 -0.438
C -2.247 4.339 0.628
C -1.081 3.787 1.138
C -0.594 2.626 0.589
F 0.580 2.137 1.072
H 2.885 0.464 -3.069
H 1.869 -0.962 -3.351
H 1.750 -0.094 -1.817
H 0.971 0.971 -4.571
H 1.062 2.409 -1.900
H 0.053 2.962 -3.230
H 1.800 2.845 -3.444
H -0.657 -0.119 -5.431
H -2.846 -1.245 -5.321
H -3.971 -1.526 -3.156
H -2.619 -0.308 0.087
H -3.826 -2.771 -1.267
H -3.711 -2.497 0.468
H -2.238 -2.720 -0.483
H -5.259 -0.755 -1.382
H -4.648 0.843 -0.957
H -5.028 -0.322 0.306
H -2.869 2.100 -1.826
H -3.774 4.157 -0.866
H -2.643 5.249 1.052
H -0.537 4.243 1.953
I -4.651 -4.261 6.258
C -3.438 -3.312 4.845
C -3.226 -1.944 4.934
C -2.424 -1.319 3.994
C -1.834 -2.056 2.973
C -2.055 -3.425 2.898
C -2.858 -4.058 3.830
C -0.971 -1.377 1.952
O -0.828 -0.133 2.003
O -0.409 -2.099 1.077
H -3.683 -1.372 5.728
H -2.249 -0.254 4.034
H -1.597 -3.986 2.095
H -3.033 -5.122 3.768
O 6.537 3.184 -0.925
C 7.013 2.136 -0.122
N 5.845 1.369 0.232
C 5.967 0.237 0.952
O 7.052 -0.178 1.322
C 4.712 -0.516 1.274
C 4.790 -1.528 2.226
C 3.650 -2.236 2.547
C 2.459 -1.924 1.912
N 2.377 -0.965 0.988
C 3.482 -0.278 0.676
H 7.272 3.759 -1.158
H 7.505 2.514 0.787
H 7.719 1.492 -0.664
H 4.958 1.780 -0.006
H 5.747 -1.733 2.688
H 3.669 -3.025 3.283
H 1.534 -2.447 2.112
H 3.350 0.472 -0.094
```

## Properties
* multiplicity: 1
* net charge: 0
* E_LUMO (alpha / beta): -1.2 / -1.0 eV
* energy above the lowest of the compared OMol25 structures with the same formula, charge and spin: 104.3 kJ/mol
* molecular weight: 776.0 Da
* E_tot: -60678.300 eV


No. 5
This record from the Open Molecules 2025 dataset describes one molecule with the formula C21H27N3O4S. The level of theory is the ωB97M-V functional and the def2-TZVPD basis.

Geometry as XYZ:
```
56
Properties=species:S:1:pos:R:3
C -8.445 0.931 0.286
O -8.538 0.404 1.587
C -8.078 -0.920 1.711
C -6.550 -1.040 1.593
C -6.116 -1.281 0.151
O -6.895 -1.672 -0.699
N -4.808 -1.078 -0.136
C -3.776 -0.593 0.747
H -4.090 -0.644 1.787
C -3.389 0.839 0.366
H -2.595 1.187 1.028
H -4.250 1.501 0.474
C -2.917 0.874 -1.095
C -3.981 0.251 -2.005
C -4.362 -1.146 -1.513
H -5.177 -1.556 -2.110
H -3.493 -1.807 -1.576
H -3.593 0.186 -3.021
H -4.863 0.892 -2.007
H -2.740 1.912 -1.411
O -1.733 0.111 -1.270
C -0.529 0.605 -0.884
C -0.297 1.871 -0.353
C 0.989 2.247 -0.014
C 2.068 1.392 -0.204
C 1.830 0.121 -0.722
C 0.550 -0.266 -1.053
H 0.352 -1.250 -1.451
H 2.637 -0.588 -0.840
C 3.421 1.867 0.202
O 3.591 2.661 1.109
N 4.440 1.386 -0.549
H 4.269 0.686 -1.252
C 5.825 1.610 -0.211
C 6.482 0.318 0.169
C 7.259 0.090 1.260
S 7.796 -1.545 1.293
C 6.901 -1.815 -0.195
N 6.295 -0.772 -0.629
C 6.880 -3.144 -0.847
H 6.417 -3.880 -0.191
H 6.315 -3.081 -1.773
H 7.894 -3.477 -1.063
H 7.545 0.775 2.031
H 5.852 2.317 0.621
H 6.345 2.044 -1.074
H 1.176 3.223 0.409
H -1.102 2.572 -0.199
H -2.897 -1.236 0.624
H -6.206 -1.884 2.193
H -6.110 -0.124 1.987
H -8.400 -1.234 2.707
H -8.547 -1.564 0.955
H -8.986 1.876 0.297
H -8.894 0.254 -0.448
H -7.404 1.114 -0.006
```

## Properties
* multiplicity: 1
* net charge: 0
* E_LUMO: 0.6 eV
* energy above the lowest of the compared OMol25 structures with the same formula, charge and spin: 162.7 kJ/mol
* molecular weight: 417.5 Da
* SMILES: COCCC(=O)N1CCC(Oc2ccc(C(=O)NCc3csc(C)n3)cc2)CC1
* E_tot: -45711.579 eV


No. 6
This record from the Open Molecules 2025 dataset describes a 9-piece molecular cluster, C12H23Cl16N2O3P2 overall. The level of theory is the ωB97M-V functional and the def2-TZVPD basis.

Geometry as XYZ:
```
58
Properties=species:S:1:pos:R:3
O -0.053 -1.560 2.819
P 0.476 -1.365 1.454
O 1.434 -2.560 1.050
O 1.301 -0.036 1.290
P -1.263 -1.318 0.118
C -2.492 -1.190 1.454
C -2.861 -2.313 2.206
C -3.766 -2.123 3.202
C -4.285 -0.833 3.415
N -3.969 0.209 2.691
N -3.073 -0.031 1.743
H 0.961 -3.392 1.192
H 0.921 0.596 1.932
H -1.237 -0.051 -0.486
H -2.416 -3.275 2.002
H -4.090 -2.932 3.841
H -4.996 -0.651 4.210
H -2.825 0.791 1.196
C -7.912 2.293 2.103
Cl -9.073 2.122 3.417
Cl -6.394 1.429 2.439
H -8.345 1.881 1.200
H -7.677 3.343 1.977
C -0.731 2.804 -1.872
Cl -2.041 2.590 -0.684
Cl 0.728 1.910 -1.436
H -1.081 2.455 -2.836
H -0.465 3.853 -1.918
C 2.450 -2.368 -2.758
Cl 1.524 -1.320 -1.663
Cl 1.669 -2.529 -4.325
H 3.432 -1.931 -2.894
H 2.512 -3.346 -2.295
C 1.991 4.198 -4.080
Cl 1.096 5.370 -3.083
Cl 1.277 4.015 -5.682
H 3.009 4.553 -4.184
H 1.979 3.232 -3.584
C 0.539 3.901 2.893
Cl -0.630 4.821 1.956
Cl -0.040 2.261 3.286
H 1.457 3.806 2.326
H 0.713 4.416 3.829
C 4.464 -1.611 2.532
Cl 5.259 -0.164 1.893
Cl 5.611 -2.906 2.883
H 3.952 -1.345 3.449
H 3.762 -1.968 1.790
C 0.941 -6.400 -2.549
Cl -0.236 -5.516 -3.515
Cl 1.689 -5.370 -1.307
H 0.443 -7.221 -2.048
H 1.725 -6.765 -3.202
C 5.013 1.397 -3.426
Cl 3.312 1.242 -3.903
Cl 5.611 3.046 -3.620
H 5.100 1.120 -2.382
H 5.601 0.740 -4.055
```

## Properties
* multiplicity: 1
* net charge: +1
* E_LUMO: -4.4 eV
* molecular weight: 872.5 Da
* E_tot: -240871.362 eV


No. 7
This record from the Open Molecules 2025 dataset describes a 3-piece molecular cluster, C6H14O2 overall. The level of theory is the ωB97M-V functional and the def2-TZVPD basis.

Geometry as XYZ:
```
22
Properties=species:S:1:pos:R:3
O 3.537 -1.096 0.213
C 3.172 -0.591 -0.819
C 1.833 -0.035 -1.019
C 0.923 0.266 0.031
C 0.365 -1.153 0.543
C -0.249 1.173 -0.268
C -1.014 1.654 0.947
H 3.835 -0.483 -1.695
H 1.572 0.022 -2.075
H -2.911 0.560 -0.699
H 1.542 0.595 0.876
H -0.270 -1.076 1.415
H 1.209 -1.825 0.647
H -0.244 -1.558 -0.267
H 0.162 2.065 -0.766
H -0.867 0.784 -1.086
H -1.393 0.807 1.516
H -1.851 2.265 0.608
H -0.378 2.283 1.573
H -2.848 -0.810 -0.063
H -3.488 -2.153 0.159
O -2.637 -1.694 0.228
```

## Properties
* multiplicity: 1
* net charge: 0
* E_LUMO: -3.8 eV
* energy above the lowest of the compared OMol25 structures with the same formula, charge and spin: 764.9 kJ/mol
* molecular weight: 118.2 Da
* E_tot: -10536.689 eV